{
  "formula": "CH2Na9O4",
  "method": "wB97M-V/def2-TZVPD",
  "homo_energy_ev": -31.593,
  "e_lumo_ev": -24.743,
  "orbital_gap_ha": 0.2517,
  "total_charge": 7,
  "de_lowest_ev": 1.414,
  "species": ["Na", "Na", "Na", "Na", "Na", "Na", "Na", "Na", "Na", "C", "O", "O", "O", "O", "H", "H"],
  "positions_angstrom": [[1.617, -2.297, -2.283], [3.150, 0.133, 1.082], [-0.386, 1.384, 2.429], [-2.863, -1.106, 2.314], [0.503, -2.361, 2.682], [0.494, 1.338, -2.415], [-1.028, -3.273, -0.173], [-1.379, -1.742, -3.617], [-2.747, 0.035, -1.111], [0.062, -0.445, -0.134], [0.955, 0.423, 0.081], [-0.206, -0.845, -1.358], [-0.630, -1.029, 0.811], [0.809, 3.305, 0.956], [0.994, 2.499, 0.470], [0.656, 3.981, 0.266]],
  "forces_ev_per_angstrom": [[1.48, -0.52, -0.78], [1.53, 0.80, 0.25], [0.43, 1.89, 0.57], [-1.44, -0.18, 1.15], [0.66, -0.74, 1.35], [0.74, 1.24, -0.58], [-0.46, -1.13, -0.02], [-0.65, -0.44, -1.83], [-1.18, 0.77, -0.29], [0.92, 0.20, 0.12], [-1.09, -1.24, 0.02], [-0.49, -0.26, -0.75], [-0.32, -0.18, 0.67], [-0.75, -0.86, -0.17], [0.48, 0.27, -0.37], [0.13, 0.37, 0.67]],
  "lowdin_charge": [0.9139, 0.9185, 0.8382, 0.9232, 0.9149, 0.8803, 0.8691, 0.9254, 0.9012, -0.8371, -0.0223, -0.1648, -0.1493, 0.0071, -0.0346, 0.1163]
}

=====

{
  "formula": "C4H10NO3",
  "method": "wB97M-V/def2-TZVPD",
  "homo_energy_ev": [-12.591, -12.387],
  "e_lumo_ev": [-3.749, -3.897],
  "orbital_gap_ha": [0.3249, 0.3120],
  "total_charge": 1,
  "de_lowest_ev": 5.781,
  "species": ["C", "C", "C", "C", "N", "O", "O", "O", "H", "H", "H", "H", "H", "H", "H", "H", "H", "H"],
  "positions_angstrom": [[-2.151, -0.416, -1.805], [-1.105, 0.316, -1.741], [0.666, 0.912, 0.945], [-0.087, -0.294, 0.482], [0.905, -1.330, 0.131], [1.667, 0.485, 1.842], [1.284, 1.461, -0.125], [-1.194, -0.739, 1.199], [-2.944, -0.527, -2.475], [-2.283, -1.229, -1.036], [-0.368, 1.038, -2.269], [-0.012, 1.615, 1.326], [1.224, -1.078, -0.856], [0.438, -2.255, 0.091], [1.696, -1.323, 0.908], [2.035, 1.384, 2.013], [1.850, 2.277, 0.179], [-1.638, -0.088, 1.726]],
  "forces_ev_per_angstrom": [[0.03, -2.06, 1.93], [3.55, 1.08, 1.22], [-0.09, -1.53, -0.26], [-2.76, 1.39, -2.20], [0.57, -0.58, 0.51], [-0.21, 1.64, 0.72], [2.37, 2.98, -1.30], [2.35, -1.50, -1.33], [-0.90, 0.55, -1.65], [0.11, 1.05, -0.16], [-1.87, -1.27, 1.10], [-1.10, 0.95, 1.34], [0.01, -0.47, 1.81], [0.41, 0.46, 0.06], [-1.39, -0.09, -1.95], [0.62, -1.38, 0.85], [-1.60, -2.18, -1.07], [-0.11, 0.94, 0.37]],
  "lowdin_charge": [-0.0603, 0.0814, -0.4892, -0.2896, 0.2320, 0.0238, 0.0036, 0.0661, 0.0523, 0.0833, 0.1034, 0.1515, 0.1982, 0.1846, 0.2178, 0.1341, 0.1870, 0.1199]
}

=====

{
  "formula": "C2H6N2O4",
  "method": "wB97M-V/def2-TZVPD",
  "smiles": "C[N+](=O)[O-].C[N+](=O)[O-]",
  "homo_energy_ev": -11.329,
  "e_lumo_ev": 0.091,
  "orbital_gap_ha": 0.4197,
  "de_lowest_ev": 6.951,
  "species": ["C", "N", "O", "O", "H", "H", "H", "C", "N", "O", "O", "H", "H", "H"],
  "positions_angstrom": [[14.968, 12.156, 22.388], [14.146, 12.489, 23.572], [12.955, 12.277, 23.482], [14.709, 12.962, 24.546], [15.142, 11.082, 22.451], [15.917, 12.680, 22.431], [14.421, 12.385, 21.483], [17.807, 14.050, 24.922], [18.479, 13.926, 23.604], [19.672, 13.727, 23.588], [17.775, 14.021, 22.615], [17.401, 13.073, 25.165], [16.986, 14.751, 24.810], [18.526, 14.399, 25.652]],
  "forces_ev_per_angstrom": [[0.49, -0.46, -0.14], [-0.24, 0.51, -0.04], [0.17, -0.01, 0.20], [-0.12, -0.24, -0.17], [-0.04, 0.04, -0.08], [-0.08, 0.13, 0.13], [-0.19, 0.04, 0.09], [-0.23, 0.25, 0.08], [0.05, 0.10, -0.07], [0.00, -0.03, 0.03], [0.02, -0.07, -0.01], [0.06, -0.04, 0.06], [-0.02, -0.06, -0.06], [0.12, -0.16, -0.01]],
  "lowdin_charge": [0.0467, -0.4441, 0.0721, 0.0505, 0.1077, 0.0634, 0.1007, 0.0409, -0.4441, 0.0779, 0.0410, 0.0964, 0.0952, 0.0957]
}

=====

{
  "formula": "C22H33N11",
  "method": "wB97M-V/def2-TZVPD",
  "smiles": "CC#N.CC#N.CC#N.CC#N.CC#N.CC#N.CC#N.CC#N.CC#N.CC#N.CC#N",
  "homo_energy_ev": -11.220,
  "e_lumo_ev": -0.011,
  "orbital_gap_ha": 0.4119,
  "de_lowest_ev": 0.778,
  "species": ["C", "C", "N", "H", "H", "H", "C", "C", "N", "H", "H", "H", "C", "C", "N", "H", "H", "H", "C", "C", "N", "H", "H", "H", "C", "C", "N", "H", "H", "H", "C", "C", "N", "H", "H", "H", "C", "C", "N", "H", "H", "H", "C", "C", "N", "H", "H", "H", "C", "C", "N", "H", "H", "H", "C", "C", "N", "H", "H", "H", "C", "C", "N", "H", "H", "H"],
  "positions_angstrom": [[0.925, 0.780, -0.125], [-0.280, 0.019, -0.268], [-1.280, -0.534, -0.409], [0.826, 1.587, 0.601], [1.059, 1.387, -1.032], [1.877, 0.262, -0.071], [4.074, -1.605, 1.766], [5.304, -1.677, 1.002], [6.277, -1.712, 0.397], [3.345, -2.383, 1.544], [3.601, -0.626, 1.793], [4.253, -1.810, 2.830], [6.746, 1.841, 0.714], [5.371, 1.658, 0.324], [4.278, 1.468, 0.029], [7.474, 1.617, -0.063], [7.012, 1.187, 1.545], [6.906, 2.873, 1.031], [-0.924, 6.014, -1.851], [-0.484, 4.993, -0.907], [-0.089, 4.200, -0.180], [-1.111, 6.964, -1.353], [-1.806, 5.646, -2.368], [-0.113, 6.229, -2.548], [0.365, -3.351, 1.410], [1.155, -4.374, 0.712], [1.824, -5.137, 0.173], [1.081, -2.793, 2.017], [-0.324, -3.766, 2.142], [-0.129, -2.730, 0.669], [4.208, -0.837, -2.611], [3.147, -1.574, -1.901], [2.362, -2.139, -1.286], [5.033, -1.529, -2.728], [4.325, 0.078, -2.031], [3.806, -0.458, -3.552], [-3.625, 0.180, -3.037], [-2.365, 0.207, -3.761], [-1.394, 0.250, -4.373], [-3.515, 0.035, -1.970], [-4.185, -0.644, -3.494], [-4.228, 1.052, -3.291], [-0.925, 1.840, 3.187], [0.103, 0.799, 3.295], [0.878, -0.037, 3.385], [-1.922, 1.410, 3.166], [-0.737, 2.479, 2.325], [-0.818, 2.451, 4.086], [-3.786, 1.842, 0.151], [-3.439, 2.835, -0.857], [-3.186, 3.593, -1.676], [-2.843, 1.445, 0.531], [-4.389, 1.054, -0.295], [-4.346, 2.247, 0.992], [-3.997, -1.401, 2.203], [-4.597, -2.659, 2.642], [-5.015, -3.671, 2.965], [-3.077, -1.563, 1.639], [-3.734, -0.760, 3.045], [-4.660, -0.801, 1.582], [-3.153, -3.554, -0.892], [-3.864, -3.850, -2.146], [-4.409, -4.062, -3.134], [-3.657, -2.790, -0.310], [-2.132, -3.201, -1.033], [-3.072, -4.492, -0.343]],
  "forces_ev_per_angstrom": [[0.80, 1.64, -0.94], [-0.36, -0.44, -0.02], [0.03, 0.04, 0.22], [0.04, -0.42, 0.42], [-0.28, -0.24, -0.18], [-0.31, -0.50, 0.53], [-0.52, -0.34, 1.54], [-0.43, 0.07, 0.00], [0.19, 0.07, -0.10], [0.11, 0.12, -0.77], [0.07, 0.06, -0.59], [0.52, 0.07, -0.15], [0.91, 0.31, 0.51], [-0.29, -0.40, -0.26], [0.00, 0.12, 0.02], [-0.35, -0.03, -0.31], [-0.26, -0.02, 0.04], [-0.05, -0.04, -0.01], [0.31, 0.12, -0.04], [0.13, 0.31, -0.10], [-0.05, -0.25, 0.25], [-0.27, -0.17, 0.20], [-0.03, 0.13, -0.06], [-0.08, -0.27, -0.14], [0.73, -0.33, 0.19], [-0.12, -0.16, 0.09], [-0.19, 0.06, 0.16], [-0.17, 0.44, -0.25], [-0.21, -0.27, -0.32], [-0.04, 0.22, 0.16], [-1.58, 0.11, 0.21], [0.28, 0.13, -0.19], [-0.21, 0.07, 0.11], [0.45, 0.50, 0.00], [0.90, -0.24, 0.21], [0.14, -0.49, -0.25], [-0.63, -0.47, -1.05], [0.30, 0.38, 0.16], [-0.01, -0.05, 0.08], [0.20, -0.04, 0.00], [-0.02, -0.19, 0.45], [0.28, 0.26, 0.28], [0.66, 0.12, 0.47], [-0.69, 0.23, -0.29], [0.40, -0.33, 0.00], [-0.01, -0.07, -0.09], [-0.08, -0.08, -0.10], [-0.23, 0.10, -0.08], [0.31, 0.00, 0.24], [-0.47, -0.11, 0.23], [0.09, 0.23, -0.21], [-0.13, -0.31, -0.03], [0.12, -0.08, -0.03], [0.01, 0.32, -0.15], [0.24, 0.53, 0.02], [0.47, 0.78, -0.36], [-0.31, -0.54, 0.21], [-0.04, -0.19, -0.02], [-0.06, -0.24, 0.20], [-0.22, -0.30, -0.06], [0.16, -0.47, -0.15], [0.40, 0.48, 0.20], [-0.02, 0.01, 0.11], [-0.28, -0.13, 0.01], [-0.06, 0.04, -0.48], [-0.18, 0.10, 0.27]],
  "lowdin_charge": [-0.0878, -0.2550, 0.1646, 0.0518, 0.0925, 0.0314, -0.0805, -0.2843, 0.1410, 0.0547, 0.0546, 0.0884, -0.0671, -0.2620, 0.1661, 0.0897, 0.0840, 0.0856, -0.0721, -0.2886, 0.1360, 0.0828, 0.0544, 0.0849, -0.0780, -0.3126, 0.1251, 0.0540, 0.0789, 0.0365, -0.0519, -0.2591, 0.1668, 0.0840, 0.0412, 0.0837, -0.0823, -0.2902, 0.1279, 0.0292, 0.0833, 0.0810, -0.0542, -0.2782, 0.1485, 0.0662, 0.0631, 0.0878, -0.0741, -0.2604, 0.1671, 0.0490, 0.0662, 0.0872, -0.0831, -0.2782, 0.1391, 0.0533, 0.0746, 0.0706, -0.0720, -0.2706, 0.1238, 0.0472, 0.0599, 0.0846]
}

=====

{
  "formula": "C25H24N2P2PdS2",
  "method": "wB97M-V/def2-TZVPD",
  "s_squared": 2.010,
  "homo_energy_ev": [-6.770, -7.841],
  "e_lumo_ev": [0.557, -0.987],
  "orbital_gap_ha": [0.2693, 0.2519],
  "multiplicity": 3,
  "species": ["Pd", "S", "P", "C", "P", "S", "C", "C", "C", "C", "C", "C", "C", "C", "C", "C", "C", "C", "C", "C", "C", "C", "C", "C", "C", "C", "C", "C", "C", "C", "H", "H", "H", "H", "H", "H", "H", "H", "H", "H", "H", "H", "H", "H", "H", "H", "H", "H", "H", "H", "N", "N", "H", "H", "H", "H"],
  "positions_angstrom": [[-0.740, -2.867, -1.440], [2.454, -2.940, -0.072], [1.579, -1.207, -0.090], [-0.051, -1.134, -0.777], [-1.629, -0.400, -0.479], [-2.968, -1.717, -1.069], [-2.025, 1.112, -1.446], [-1.544, 1.231, -2.788], [-1.741, 2.414, -3.487], [-2.533, 3.394, -2.900], [-3.059, 3.265, -1.628], [-2.821, 2.109, -0.935], [-1.785, 0.035, 1.252], [-2.522, -0.791, 2.088], [-2.814, -0.390, 3.378], [-2.288, 0.820, 3.846], [-1.539, 1.640, 3.001], [-1.234, 1.240, 1.684], [1.594, -0.602, 1.625], [0.868, -1.312, 2.588], [0.866, -0.905, 3.932], [1.595, 0.253, 4.300], [2.262, 0.985, 3.349], [2.283, 0.577, 2.045], [2.711, -0.127, -1.035], [2.197, 1.027, -1.654], [2.967, 1.936, -2.374], [4.407, 1.654, -2.443], [4.916, 0.533, -1.907], [4.089, -0.367, -1.305], [-0.949, 0.467, -3.282], [-1.312, 2.432, -4.464], [-2.734, 4.298, -3.503], [-3.699, 4.084, -1.247], [-3.269, 1.941, 0.074], [-2.802, -1.707, 1.614], [-3.359, -1.082, 4.012], [-2.535, 1.171, 4.864], [-1.088, 2.572, 3.397], [-0.590, 1.850, 1.071], [0.333, -2.226, 2.420], [0.438, -1.499, 4.731], [1.644, 0.621, 5.304], [2.805, 1.860, 3.591], [2.817, 1.148, 1.304], [1.100, 1.352, -1.564], [2.561, 2.849, -2.804], [5.050, 2.242, -2.985], [5.961, 0.346, -2.012], [4.573, -1.260, -0.955], [-1.673, -5.196, -3.121], [-1.323, -4.978, -1.722], [-0.841, -5.545, -3.587], [-1.787, -4.310, -3.640], [-0.649, -5.683, -1.498], [-2.170, -5.211, -1.255]],
  "forces_ev_per_angstrom": [[0.60, -0.50, 0.37], [-0.34, -1.11, -0.15], [0.66, 0.32, -0.06], [-0.22, 0.39, -0.07], [0.91, 0.34, -0.48], [-0.61, -0.78, -0.18], [1.23, -0.59, -1.36], [0.27, 0.25, 1.14], [-0.61, -1.17, 1.10], [0.21, 1.28, -1.22], [-0.75, 1.08, -0.73], [-0.52, -0.58, 2.11], [0.15, 0.83, -0.36], [0.32, 0.67, -0.36], [0.59, -0.22, 0.23], [-0.70, 0.25, 0.10], [0.98, 0.20, -0.12], [-0.74, -0.17, 1.61], [-0.09, 1.28, 0.69], [0.27, 0.33, 1.32], [1.34, 1.13, -0.08], [-0.84, -0.90, -0.31], [-0.08, -0.38, -0.24], [-0.84, -1.49, -1.54], [0.73, 1.11, -1.41], [-1.87, 1.51, 0.11], [2.96, -1.05, 0.44], [-4.25, 0.90, -0.07], [-0.06, -0.29, -0.12], [-1.45, -1.25, 1.88], [-0.08, -0.18, 0.44], [-0.02, 0.60, -0.58], [0.07, -0.43, 0.58], [0.47, -0.76, -0.08], [0.44, 0.39, -0.87], [-0.66, -0.58, 0.31], [-0.05, 0.32, 0.12], [0.28, -0.30, -0.62], [-0.46, -0.64, -0.29], [-0.06, 0.07, -0.21], [-0.09, -0.32, -0.74], [-0.31, -0.02, -0.32], [-0.18, -0.17, 0.61], [0.43, 0.80, 0.46], [0.15, 0.10, -0.13], [1.51, -0.96, 0.08], [0.00, -0.34, 0.05], [1.19, 1.79, -1.13], [0.54, -0.33, 0.01], [-0.31, -0.47, 0.33], [0.27, 0.07, -1.34], [-0.19, 1.00, -1.28], [0.05, -0.39, 0.18], [-0.19, -0.16, 1.05], [0.44, -0.29, 0.35], [-0.53, -0.17, 0.75]],
  "mulliken_spin": [0.9595, 0.0339, -0.0225, 0.8026, -0.0046, 0.1638, 0.0207, 0.0077, 0.0050, 0.0035, 0.0032, 0.0023, 0.0006, 0.0006, -0.0020, 0.0055, 0.0027, -0.0159, -0.0001, 0.0021, -0.0001, 0.0045, 0.0005, 0.0026, -0.0309, 0.0210, 0.0081, 0.0002, 0.0038, 0.0050, -0.0095, 0.0001, 0.0003, 0.0001, -0.0008, 0.0033, -0.0004, 0.0003, 0.0001, -0.0032, 0.0012, -0.0001, 0.0005, 0.0000, 0.0000, 0.0066, 0.0007, 0.0001, -0.0002, -0.0001, 0.0099, 0.0097, 0.0000, -0.0030, 0.0024, -0.0014]
}

=====

{
  "formula": "C3H5NO2",
  "method": "wB97M-V/def2-TZVPD",
  "smiles": "[H]/N=C(/C)OC=O",
  "homo_energy_ev": -10.803,
  "e_lumo_ev": 0.863,
  "orbital_gap_ha": 0.4287,
  "de_lowest_ev": 0.873,
  "species": ["H", "N", "C", "C", "O", "C", "O", "H", "H", "H", "H"],
  "positions_angstrom": [[0.131, 2.411, -0.066], [-0.639, 1.784, 0.174], [-0.237, 0.602, 0.277], [-1.106, -0.560, 0.668], [1.137, 0.293, 0.146], [1.467, -0.470, -0.912], [0.715, -0.799, -1.787], [-1.513, -0.368, 1.666], [-0.534, -1.490, 0.687], [-1.948, -0.663, -0.019], [2.527, -0.742, -0.833]],
  "forces_ev_per_angstrom": [[-0.11, -0.05, 0.00], [0.22, -0.23, 0.03], [-0.38, 0.21, 0.05], [0.06, -0.01, 0.09], [0.01, 0.02, -0.01], [-0.24, -0.22, -0.30], [0.37, 0.12, 0.42], [0.08, -0.04, -0.14], [-0.16, 0.13, -0.02], [0.17, 0.06, 0.01], [-0.03, 0.02, -0.13]],
  "lowdin_charge": [0.0759, 0.1836, -0.4508, -0.0107, 0.0253, -0.3320, 0.0966, 0.0891, 0.0829, 0.0928, 0.1473]
}

=====

Values of energy, in order: -1797.4750; -438.4499; -490.0838; -1460.3078; -2683.4555; -322.5423, all in a.u..